# 1
Formula: C8H15Cl2FGaOS
Source: the OMol25 dataset
Level of theory: wB97M-V/def2-TZVPD

Summary:
Total charge   -1
Kohn-Sham gap   8.28 eV
F_max   0.15 eV/Å
E_HOMO   -5.266 eV
LUMO level   3.02 eV

Last column: Löwdin charge in e.
Geometry (Å):
C -0.48 2.21 -1.73  -0.138
C -0.87 0.89 -2.34  -0.816
Cl -1.85 1.07 -3.80  0.560
C -0.53 -0.29 -1.84  -0.720
Cl -1.08 -1.74 -2.66  0.541
Ga 0.56 -0.71 -0.16  0.153
S 2.53 -1.70 -0.92  0.350
C 1.19 0.87 0.92  -0.254
C 2.51 1.50 0.50  -0.380
O 3.65 0.79 0.99  -0.121
C -0.48 -2.07 0.90  -0.217
C -1.58 -1.52 1.76  -0.456
C -2.46 -0.48 1.10  -0.060
F -2.46 -2.57 2.17  -0.095
H -1.03 2.40 -0.81  0.071
H 0.58 2.22 -1.49  0.060
H -0.69 3.03 -2.42  0.053
H 1.94 -2.78 -1.45  -0.261
H 0.42 1.65 0.98  0.038
H 1.32 0.52 1.95  0.057
H 2.61 2.52 0.89  0.102
H 2.59 1.57 -0.60  0.090
H 3.48 -0.15 0.85  -0.003
H 0.24 -2.62 1.52  0.053
H -0.92 -2.79 0.20  0.050
H -1.18 -1.14 2.70  0.128
H -3.23 -0.12 1.79  0.074
H -1.86 0.37 0.77  0.055
H -2.94 -0.92 0.22  0.087



# 2
Formula: C3H2N2OS2
Source: the OMol25 dataset
Level of theory: wB97M-V/def2-TZVPD

Summary:
Total charge   0
Kohn-Sham gap   6.90 eV
Relative energy (zero: lowest compared OMol25 entry of this formula, charge and spin)   279.9 kJ/mol
F_max   0.85 eV/Å
SMILES string   S=[N+]([S-])c1cnoc1
E_HOMO   -9.261 eV
LUMO level   -2.36 eV

Last column: Löwdin charge in e.
Geometry (Å):
C -0.14 -0.01 0.00  -0.373
C 0.74 1.10 0.00  -0.103
C 0.69 -1.09 -0.01  -0.075
H 0.50 2.16 0.00  0.110
H 0.53 -2.16 0.02  0.128
N -1.58 -0.01 -0.01  -1.074
N 1.99 0.70 0.00  0.088
O 1.94 -0.68 0.00  -0.014
S -2.35 -1.46 0.00  0.654
S -2.33 1.45 0.00  0.660